{
  "formula": "C20H42Br6O30S8",
  "method": "ωB97M-V/def2-TZVPD",
  "total_charge": 0,
  "energy_ha": -21673.8658,
  "e_homo_ev": -10.148,
  "species": ["O", "S", "O", "O", "C", "C", "C", "H", "H", "H", "H", "H", "H", "H", "H", "O", "S", "O", "O", "C", "C", "C", "H", "H", "H", "H", "H", "H", "H", "H", "C", "Br", "Br", "Br", "H", "C", "Br", "Br", "Br", "H", "C", "C", "O", "S", "O", "O", "O", "H", "H", "H", "H", "C", "C", "O", "S", "O", "O", "O", "H", "H", "H", "H", "C", "C", "O", "S", "O", "O", "O", "H", "H", "H", "H", "C", "C", "O", "S", "O", "O", "O", "H", "H", "H", "H", "C", "C", "O", "S", "O", "O", "O", "H", "H", "H", "H", "C", "C", "O", "S", "O", "O", "O", "H", "H", "H", "H"],
  "coordinates": [[-2.844, -3.926, 3.718], [-1.575, -3.524, 4.240], [-1.491, -2.395, 5.101], [-0.758, -4.733, 4.867], [-1.489, -5.925, 5.244], [-1.306, -6.202, 6.739], [-0.432, -3.228, 2.932], [-1.059, -6.755, 4.687], [-2.541, -5.855, 4.981], [-0.359, -5.776, 7.074], [-1.185, -7.275, 6.885], [-2.133, -5.822, 7.332], [0.548, -3.341, 3.397], [-0.444, -2.202, 2.572], [-0.574, -4.008, 2.188], [-2.740, 0.137, 3.832], [-1.555, 0.933, 3.887], [-0.480, 0.630, 3.001], [-1.925, 2.456, 3.642], [-3.260, 2.863, 4.015], [-3.389, 4.367, 3.794], [-0.923, 0.970, 5.525], [-3.470, 2.634, 5.059], [-3.973, 2.352, 3.374], [-3.735, 4.616, 2.795], [-2.407, 4.831, 3.916], [-3.996, 4.826, 4.572], [-0.626, -0.056, 5.744], [-1.718, 1.174, 6.241], [-0.142, 1.722, 5.558], [-2.055, 0.536, -5.603], [-2.397, 2.110, -6.681], [-2.648, -1.049, -6.518], [-2.804, 0.662, -3.848], [-0.981, 0.438, -5.540], [3.667, -3.466, 1.426], [3.965, -3.884, 3.275], [4.578, -4.771, 0.297], [4.165, -1.704, 0.892], [2.630, -3.642, 1.175], [-1.154, 4.209, -1.523], [-0.550, 5.620, -1.495], [0.676, 5.491, -0.810], [0.641, 4.274, 0.213], [0.235, 4.743, 1.482], [1.822, 3.505, 0.105], [-0.563, 3.470, -0.474], [-1.148, 3.741, -2.505], [-2.231, 4.297, -1.339], [-1.257, 6.275, -0.979], [-0.516, 6.011, -2.510], [4.063, -3.213, -4.409], [3.120, -2.380, -3.530], [1.909, -2.221, -4.316], [1.943, -3.167, -5.575], [1.338, -2.519, -6.670], [1.546, -4.470, -5.220], [3.526, -3.106, -5.728], [4.039, -4.250, -4.072], [5.091, -2.865, -4.400], [3.405, -1.397, -3.172], [2.819, -2.920, -2.630], [0.716, 2.835, -4.100], [1.636, 2.655, -5.323], [2.541, 3.780, -5.326], [2.128, 4.917, -4.313], [1.379, 5.919, -4.982], [3.243, 5.277, -3.530], [1.145, 4.029, -3.433], [0.847, 1.926, -3.520], [-0.311, 3.061, -4.381], [1.095, 2.680, -6.270], [2.272, 1.775, -5.327], [5.009, 1.752, 0.561], [5.691, 2.670, -0.478], [4.992, 2.441, -1.715], [3.978, 1.239, -1.597], [4.629, -0.001, -1.783], [2.785, 1.512, -2.298], [3.729, 1.477, -0.050], [4.762, 2.321, 1.451], [5.513, 0.799, 0.690], [6.718, 2.343, -0.631], [5.626, 3.732, -0.273], [-4.612, -3.081, 1.101], [-4.086, -1.726, 1.551], [-4.335, -0.799, 0.478], [-5.196, -1.428, -0.681], [-4.405, -1.771, -1.805], [-6.405, -0.718, -0.884], [-5.550, -2.813, 0.051], [-5.180, -3.598, 1.868], [-3.775, -3.698, 0.772], [-3.035, -1.703, 1.832], [-4.575, -1.314, 2.436], [-0.293, 0.327, 0.310], [-0.329, 0.595, -1.180], [-0.229, -0.682, -1.808], [-0.420, -1.910, -0.832], [0.858, -2.491, -0.651], [-1.539, -2.663, -1.227], [-0.840, -1.010, 0.413], [-0.953, 0.936, 0.916], [0.699, 0.380, 0.762], [0.493, 1.197, -1.551], [-1.301, 0.987, -1.477]],
  "lowdin_charge": [-0.27, 0.57, -0.27, -0.25, -0.24, -0.06, -0.11, 0.12, 0.11, 0.08, 0.08, 0.08, 0.06, 0.06, 0.09, -0.26, 0.56, -0.27, -0.25, -0.25, -0.05, -0.11, 0.12, 0.12, 0.08, 0.08, 0.08, 0.06, 0.08, 0.08, -1.64, 0.57, 0.61, 0.68, -0.04, -1.63, 0.59, 0.55, 0.69, -0.05, -0.17, -0.16, -0.16, 0.60, -0.20, -0.20, -0.18, 0.10, 0.14, 0.13, 0.13, -0.15, -0.12, -0.20, 0.55, -0.22, -0.20, -0.18, 0.13, 0.13, 0.10, 0.12, -0.16, -0.12, -0.18, 0.57, -0.22, -0.20, -0.22, 0.10, 0.10, 0.12, 0.13, -0.14, -0.11, -0.17, 0.55, -0.26, -0.20, -0.25, 0.14, 0.08, 0.13, 0.14, -0.15, -0.16, -0.18, 0.57, -0.24, -0.22, -0.18, 0.13, 0.13, 0.10, 0.13, -0.14, -0.18, -0.20, 0.56, -0.23, -0.19, -0.21, 0.11, 0.13, 0.10, 0.07]
}